C62H60AsBrO3S2SbSr | ωB97M-V with the def2-TZVPD basis set

Last column: Mulliken charge in e.
Atoms and positions in Å:
Sr -1.005 -0.204 -0.370  2.04
C 5.843 4.270 0.273  -1.58
C 4.981 4.543 -0.967  1.95
C 4.849 6.058 -1.128  -2.08
C 5.694 3.989 -2.209  -1.71
C 3.623 3.861 -0.813  0.02
C 3.554 2.481 -0.658  -0.62
C 2.327 1.880 -0.512  0.55
Br 2.286 -0.026 -0.293  -0.07
C 1.081 2.550 -0.498  -0.18
O -0.017 1.872 -0.313  -0.78
C 1.157 3.953 -0.697  -0.19
C 2.414 4.543 -0.835  -0.61
C -0.052 4.902 -0.792  2.57
C -0.013 5.622 -2.150  -1.88
C 0.037 5.950 0.327  -1.48
C -1.430 4.240 -0.682  -2.67
H 6.832 4.717 0.156  0.54
H 5.979 3.200 0.441  0.26
H 5.380 4.700 1.164  0.27
H 5.841 6.502 -1.222  0.44
H 4.361 6.513 -0.264  0.40
H 4.281 6.319 -2.023  0.39
H 6.668 4.467 -2.334  0.45
H 5.101 4.174 -3.106  0.36
H 5.858 2.913 -2.130  0.32
H 4.451 1.874 -0.646  0.48
H 2.439 5.616 -0.969  0.32
H 0.885 6.227 -2.272  0.35
H -0.875 6.287 -2.244  0.46
H -0.047 4.901 -2.969  0.39
H 0.965 6.521 0.275  0.31
H -0.011 5.468 1.303  0.05
H -0.796 6.653 0.250  0.47
H -1.584 3.498 -1.465  0.41
H -2.191 5.018 -0.791  0.62
H -1.571 3.747 0.278  0.38
S -1.408 -0.694 2.589  -0.41
Sb 0.707 -0.637 3.425  1.21
C 1.578 1.256 3.146  0.89
C 2.923 1.482 2.884  -0.59
C 3.382 2.778 2.702  -0.42
C 2.505 3.847 2.802  -0.61
C 1.165 3.622 3.088  -0.78
C 0.697 2.328 3.249  -0.88
C 1.823 -2.271 2.688  0.87
C 3.143 -2.236 2.257  -0.33
C 3.765 -3.403 1.836  -0.88
C 3.078 -4.608 1.862  -0.45
C 1.762 -4.646 2.305  -0.65
C 1.133 -3.480 2.708  -0.71
C 0.544 -0.973 5.496  0.68
C 1.680 -1.003 6.297  -0.54
C 1.556 -1.233 7.659  -0.66
C 0.300 -1.434 8.216  -0.46
C -0.832 -1.403 7.414  -0.59
C -0.714 -1.172 6.051  -0.47
H 3.625 0.663 2.797  0.31
H 4.426 2.948 2.473  0.46
H 2.864 4.857 2.652  0.31
H 0.479 4.453 3.180  0.60
H -0.358 2.156 3.434  0.46
H 3.697 -1.309 2.223  0.19
H 4.791 -3.368 1.494  0.45
H 3.567 -5.516 1.536  0.42
H 1.223 -5.583 2.334  0.50
H 0.098 -3.514 3.031  0.36
H 2.665 -0.846 5.871  0.34
H 2.439 -1.256 8.284  0.40
H 0.206 -1.613 9.279  0.39
H -1.811 -1.558 7.849  0.40
H -1.595 -1.147 5.420  0.33
O -3.156 -0.641 -1.595  -0.71
S -4.022 -0.852 -0.375  0.66
C -5.644 -1.222 -1.022  0.34
C -6.644 -1.587 -0.133  -0.45
C -7.899 -1.898 -0.631  -0.74
C -8.132 -1.852 -2.000  -0.49
C -7.114 -1.494 -2.875  -0.77
C -5.855 -1.178 -2.388  -0.07
C -4.283 0.781 0.288  0.56
C -4.366 1.861 -0.586  -0.34
C -4.613 3.118 -0.065  -0.78
C -4.777 3.282 1.306  -0.41
C -4.684 2.200 2.166  -0.91
C -4.436 0.932 1.659  -0.34
H -6.450 -1.626 0.932  0.42
H -8.692 -2.181 0.047  0.44
H -9.112 -2.097 -2.386  0.42
H -7.300 -1.465 -3.940  0.44
H -5.037 -0.912 -3.046  0.32
H -4.225 1.707 -1.649  0.43
H -4.675 3.973 -0.724  0.45
H -4.970 4.269 1.705  0.42
H -4.796 2.340 3.232  0.48
H -4.331 0.080 2.319  0.50
O -0.520 -2.551 -0.692  0.40
As -0.229 -3.487 -2.025  0.82
C 1.043 -4.881 -1.726  0.49
C 2.197 -5.007 -2.492  -0.30
C 3.060 -6.067 -2.255  -0.77
C 2.759 -7.003 -1.276  -0.50
C 1.595 -6.885 -0.528  -0.79
C 0.737 -5.819 -0.748  -0.54
C 0.321 -2.313 -3.438  -0.02
C -0.606 -1.938 -4.407  -0.31
C -0.275 -0.960 -5.334  -0.77
C 0.973 -0.354 -5.288  -0.66
C 1.894 -0.722 -4.316  -0.92
C 1.572 -1.702 -3.391  -0.17
C -1.893 -4.315 -2.504  -0.13
C -2.028 -5.117 -3.632  -0.20
C -3.263 -5.669 -3.935  -0.75
C -4.354 -5.424 -3.111  -0.56
C -4.213 -4.636 -1.977  -0.54
C -2.980 -4.081 -1.669  -0.42
H 2.426 -4.293 -3.273  0.43
H 3.962 -6.167 -2.844  0.45
H 3.427 -7.836 -1.102  0.43
H 1.356 -7.623 0.227  0.41
H -0.171 -5.720 -0.163  0.44
H -1.586 -2.401 -4.434  0.34
H -0.994 -0.669 -6.088  0.45
H 1.227 0.411 -6.009  0.42
H 2.862 -0.239 -4.272  0.47
H 2.286 -1.966 -2.621  0.60
H -1.179 -5.311 -4.277  0.44
H -3.374 -6.291 -4.813  0.43
H -5.317 -5.856 -3.353  0.43
H -5.064 -4.455 -1.332  0.45
H -2.835 -3.476 -0.783  0.48

As for the total charge: +1. The value obtained for the highest occupied orbital energy is -9.0 eV. The electronic energy is -8501.3371 hartree. The calculation puts the HOMO-LUMO gap at 7.13 eV.

C62H60CsN5O3S3Te | ωB97M-V with the def2-TZVPD basis set

Last column: Mulliken charge in e.
Atoms and positions in Å:
Cs 0.507 0.136 1.314  0.69
C -1.841 2.740 -0.808  -0.51
N -0.796 3.393 -0.035  1.47
C -1.319 3.969 1.196  0.18
C -0.199 4.362 2.163  -1.50
N 0.029 3.381 3.213  0.81
C 1.333 3.615 3.836  -1.08
C -1.011 3.126 4.131  0.18
C -2.118 3.976 4.214  -0.10
C -3.151 3.758 5.120  -0.86
C -3.071 2.682 5.991  -0.62
C -1.979 1.821 5.915  -0.62
C -0.940 1.981 4.984  -0.04
S 0.275 0.725 4.808  -0.35
C 0.005 4.302 -0.817  -1.07
C -0.636 5.294 -1.557  -0.08
C 0.063 6.166 -2.377  -1.04
C 1.449 6.035 -2.447  -0.65
C 2.099 5.066 -1.701  -0.74
C 1.417 4.165 -0.853  0.62
S 2.294 2.959 0.052  -0.11
H -2.640 3.423 -1.146  0.36
H -2.318 1.970 -0.192  -0.20
H -1.402 2.260 -1.683  0.24
H -1.957 3.213 1.662  0.11
H -1.960 4.846 0.991  -0.06
H -0.375 5.368 2.582  0.14
H 0.729 4.405 1.596  0.52
H 1.356 4.607 4.318  0.28
H 2.099 3.585 3.059  0.24
H 1.552 2.853 4.574  0.37
H -2.177 4.830 3.549  0.25
H -3.999 4.435 5.146  0.35
H -3.855 2.503 6.719  0.39
H -1.917 0.965 6.580  0.39
H -1.716 5.381 -1.497  0.23
H -0.460 6.919 -2.953  0.36
H 2.024 6.692 -3.091  0.37
H 3.175 4.963 -1.761  0.43
C 2.377 -3.462 -6.412  -1.64
C 2.436 -3.126 -4.942  0.53
C 3.411 -3.616 -4.105  -0.91
C 3.495 -3.296 -2.736  0.51
C 4.659 -3.849 -2.027  -0.11
O 5.295 -4.804 -2.459  -0.73
C 5.192 -3.204 -0.773  0.46
C 5.800 -4.002 0.187  -0.49
C 6.402 -3.428 1.298  -0.56
C 6.406 -2.047 1.451  -0.38
C 5.805 -1.246 0.487  -0.70
C 5.197 -1.824 -0.617  0.04
C 2.482 -2.478 -2.106  0.21
O 2.398 -2.220 -0.874  -0.91
C 1.520 -1.920 -3.036  -0.01
C 1.490 -2.258 -4.361  0.77
C 0.473 -1.011 -2.483  -0.79
N 0.454 0.253 -2.477  -0.21
C 1.484 1.180 -2.921  0.46
C 2.806 0.657 -3.485  -0.06
Te 4.014 2.277 -4.205  0.21
C 2.729 2.578 -5.858  -0.40
C 1.742 3.563 -5.798  -0.04
C 0.830 3.706 -6.839  -0.64
C 0.896 2.869 -7.945  -0.35
C 1.880 1.889 -8.013  -0.61
C 2.795 1.746 -6.975  -0.15
C -0.758 -1.677 -1.906  0.32
C -1.676 -0.914 -1.188  -0.53
C -2.835 -1.474 -0.685  0.27
C -3.113 -2.819 -0.909  -0.42
C -2.207 -3.591 -1.623  -1.24
C -1.032 -3.027 -2.111  -0.31
H 3.167 -4.167 -6.677  0.36
H 2.501 -2.573 -7.041  0.26
H 1.420 -3.916 -6.686  0.31
H 4.184 -4.267 -4.500  0.40
H 5.810 -5.075 0.040  0.41
H 6.865 -4.059 2.048  0.39
H 6.859 -1.597 2.327  0.38
H 5.789 -0.169 0.607  0.45
H 4.706 -1.204 -1.358  0.35
H 0.716 -1.821 -4.993  0.43
H 1.714 1.788 -2.043  -0.57
H 1.008 1.858 -3.634  0.46
H 2.692 -0.017 -4.327  0.24
H 3.401 0.152 -2.720  -0.48
H 1.680 4.210 -4.928  0.43
H 0.059 4.464 -6.775  0.39
H 0.178 2.972 -8.750  0.36
H 1.932 1.229 -8.871  0.36
H 3.554 0.975 -7.025  0.43
H -1.460 0.136 -1.036  0.71
H -3.511 -0.871 -0.097  -0.13
H -4.016 -3.261 -0.505  0.47
H -2.408 -4.643 -1.796  0.45
H -0.320 -3.637 -2.654  0.45
O -2.003 -0.802 2.451  -0.74
S -2.394 -0.762 3.895  0.84
C -4.277 -0.676 3.972  -1.47
C -4.886 -0.186 2.695  0.23
C -5.625 -1.034 1.873  -0.18
C -6.244 -0.547 0.728  -0.70
C -6.100 0.788 0.372  -0.45
C -5.332 1.632 1.167  -0.59
C -4.735 1.150 2.322  0.38
C -2.211 -2.475 4.511  -1.62
C -2.821 -3.518 3.637  0.58
C -3.991 -4.179 4.011  -0.32
C -4.575 -5.122 3.177  -0.61
C -3.993 -5.415 1.950  -0.50
C -2.826 -4.763 1.568  -0.78
C -2.243 -3.821 2.404  -0.27
H -4.430 0.054 4.771  0.52
H -4.685 -1.641 4.271  0.53
H -5.721 -2.083 2.143  0.26
H -6.818 -1.218 0.099  0.38
H -6.561 1.163 -0.534  0.35
H -5.195 2.669 0.883  0.42
H -4.145 1.814 2.952  0.15
H -2.627 -2.462 5.522  0.48
H -1.125 -2.573 4.572  0.35
H -4.439 -3.964 4.976  0.39
H -5.482 -5.627 3.486  0.36
H -4.448 -6.145 1.291  0.39
H -2.364 -4.980 0.612  0.70
H -1.342 -3.302 2.093  0.55
N 2.141 -1.873 4.292  0.18
C 3.033 -2.686 4.890  -0.40
C 3.531 -3.513 3.908  -0.82
C 2.868 -3.107 2.727  -0.46
N 2.026 -2.114 2.975  0.16
H 1.597 -1.124 4.706  0.06
H 3.251 -2.610 5.943  0.47
H 4.274 -4.286 4.023  0.37
H 2.983 -3.462 1.710  0.49

For the energy relative to the best compared isomer or geometry (same formula, charge and spin), the calculation gives 15.7 kJ/mol. As for the total charge: -2. The value obtained for the highest occupied orbital energy is -2.0 eV. The electronic energy is -4380.8967 hartree. The calculation puts the HOMO-LUMO gap at 5.27 eV.

C62H61AsN4O4PRbS3 | ωB97M-V with the def2-TZVPD basis set

Last column: Mulliken charge in e.
Atoms and positions in Å:
Rb 0.239 0.550 0.980  0.82
C -4.200 2.075 1.164  -0.58
C -3.703 3.469 1.380  1.00
C -4.266 4.297 2.345  -0.79
C -3.794 5.583 2.560  -0.96
C -2.736 6.057 1.802  -1.12
C -2.139 5.258 0.835  1.21
C -0.962 5.734 0.037  -1.70
C -2.638 3.972 0.627  -0.14
N -1.950 3.163 -0.298  0.60
C -2.410 2.957 -1.449  0.96
C -3.718 3.488 -1.954  -2.10
C -1.552 2.145 -2.414  1.10
C -2.166 1.646 -3.677  -2.13
N -0.353 1.955 -2.102  0.15
C 0.517 1.254 -2.958  0.09
C 1.546 1.983 -3.563  0.69
C 1.629 3.468 -3.369  -1.32
C 2.487 1.294 -4.316  -1.19
C 2.427 -0.086 -4.431  -0.94
C 1.411 -0.789 -3.806  -0.62
C 0.423 -0.133 -3.078  1.20
C -0.716 -0.872 -2.445  1.05
H -4.948 1.809 1.912  0.50
H -3.396 1.334 1.199  -0.56
H -4.657 1.955 0.180  0.12
H -5.084 3.911 2.944  0.38
H -4.238 6.206 3.325  0.42
H -2.343 7.053 1.977  0.44
H -0.545 6.644 0.472  0.43
H -1.237 5.949 -0.999  0.32
H -0.187 4.965 0.002  0.31
H -4.225 4.065 -1.179  0.48
H -4.365 2.667 -2.267  0.34
H -3.557 4.129 -2.824  0.45
H -2.977 0.952 -3.444  0.30
H -1.419 1.128 -4.285  0.44
H -2.589 2.470 -4.254  0.54
H 1.633 3.716 -2.306  0.24
H 0.770 3.983 -3.809  0.24
H 2.536 3.865 -3.827  0.42
H 3.294 1.848 -4.783  0.29
H 3.187 -0.619 -4.990  0.44
H 1.374 -1.868 -3.877  0.39
H -0.442 -1.900 -2.218  -0.83
H -1.606 -0.888 -3.083  0.26
H -1.029 -0.365 -1.531  -0.67
O 2.450 -1.104 3.892  -0.74
S 2.661 -0.107 2.847  0.78
O 4.044 0.353 2.756  -0.71
O 2.252 -0.732 1.489  -0.87
O 1.703 1.026 2.959  -0.44
S -0.434 5.546 6.557  -0.20
C -0.395 4.531 5.091  0.07
C -1.414 3.630 4.833  -0.70
C -1.374 2.927 3.637  -0.47
N -0.417 3.080 2.734  0.51
C 0.579 3.904 3.016  -0.51
C 0.640 4.655 4.180  -0.52
C -1.485 6.830 5.903  0.38
C -1.024 7.712 4.933  -0.16
C -1.889 8.680 4.450  -0.52
N -3.144 8.831 4.871  -0.61
C -3.572 7.984 5.801  -0.43
C -2.794 6.972 6.344  -0.11
H -2.227 3.488 5.532  0.44
H -2.163 2.224 3.390  0.36
H 1.378 3.959 2.286  0.47
H 1.472 5.321 4.366  0.53
H -0.016 7.634 4.550  0.36
H -1.552 9.372 3.685  0.40
H -4.599 8.110 6.129  0.36
H -3.200 6.300 7.086  0.41
C 2.290 -3.789 -1.142  0.09
C 1.033 -4.630 -1.067  -1.44
As 0.760 -6.098 -2.372  0.21
C 0.363 -5.049 -3.979  0.10
C 1.019 -5.184 -5.198  -0.21
C 0.602 -4.469 -6.313  -0.65
C -0.486 -3.613 -6.231  -0.48
C -1.159 -3.481 -5.025  -0.43
C -0.739 -4.194 -3.913  -0.42
C 2.609 -6.622 -2.748  0.11
C 2.964 -7.933 -2.444  -0.71
C 4.269 -8.380 -2.615  -0.53
C 5.236 -7.514 -3.099  -0.45
C 4.895 -6.204 -3.408  -0.81
C 3.594 -5.762 -3.231  0.50
P 2.240 -2.293 0.132  1.29
C 2.199 -3.441 1.567  0.38
C 1.088 -3.397 2.399  -0.61
C 0.924 -4.318 3.421  -0.59
C 1.889 -5.288 3.645  -0.54
C 3.017 -5.329 2.837  -0.79
C 3.164 -4.415 1.805  -0.40
C 4.018 -1.938 -0.148  0.69
C 4.960 -1.929 0.876  -0.38
C 6.290 -1.633 0.615  -0.91
C 6.703 -1.318 -0.672  -0.56
C 5.765 -1.283 -1.696  -0.76
C 4.439 -1.585 -1.432  -0.19
H 2.376 -3.319 -2.126  -0.29
H 3.167 -4.425 -1.004  0.62
H 0.124 -4.025 -1.154  0.33
H 0.961 -5.123 -0.094  0.43
H 1.869 -5.851 -5.283  0.43
H 1.134 -4.580 -7.251  0.39
H -0.805 -3.049 -7.098  0.37
H -2.006 -2.813 -4.940  0.36
H -1.281 -4.077 -2.982  0.46
H 2.210 -8.612 -2.061  0.31
H 4.527 -9.402 -2.365  0.37
H 6.257 -7.854 -3.227  0.37
H 5.650 -5.517 -3.768  0.40
H 3.347 -4.734 -3.455  0.30
H 0.339 -2.629 2.247  0.48
H 0.047 -4.262 4.053  0.41
H 1.770 -6.001 4.453  0.32
H 3.784 -6.075 3.008  0.38
H 4.044 -4.466 1.173  0.37
H 4.644 -2.113 1.895  0.35
H 6.999 -1.620 1.433  0.39
H 7.741 -1.076 -0.872  0.35
H 6.062 -1.005 -2.702  0.44
H 3.714 -1.526 -2.235  -0.02
S -3.009 -0.835 0.156  -0.35
C -4.278 -1.182 1.294  0.43
C -4.284 -0.638 2.591  -0.67
C -5.302 -0.899 3.491  -0.50
C -6.368 -1.720 3.141  -0.42
C -6.379 -2.277 1.866  -0.47
C -5.361 -2.016 0.967  -0.55
H -3.451 -0.007 2.885  0.30
H -5.256 -0.461 4.483  0.36
H -7.163 -1.930 3.846  0.35
H -7.193 -2.931 1.568  0.31
H -5.382 -2.460 -0.022  0.35

For the energy relative to the best compared isomer or geometry (same formula, charge and spin), the calculation gives 209.4 kJ/mol. As for the total charge: -2. The value obtained for the highest occupied orbital energy is -2.2 eV. The electronic energy is -6715.0561 hartree. The calculation puts the HOMO-LUMO gap at 5.48 eV.

Calculated max |F| (eV Å⁻¹), listed in the same order as above: 0.75, 0.57, 2.26